(1)
C10H14N4O | the ωB97M-V functional and the def2-TZVPD basis

Structure (ORCA input):
```
! wB97M-V def2-TZVPD RIJCOSX def2/J DEFGRID3
* xyz 0 1
C -2.6639 1.2758 -0.8740
C -1.7235 0.2138 -0.8458
C -2.2502 -0.6941 0.1021
C -1.5540 -1.8750 0.6875
C 1.0325 -2.3712 0.0822
C -0.4421 -2.2334 -0.3314
C 1.3843 -1.1319 -0.7510
C 1.2017 1.1810 0.0049
C 0.2491 1.6844 1.0751
C 1.8187 2.0983 -1.0075
N -3.6382 0.9596 -0.0304
N -3.4432 -0.2307 0.4361
N -0.5469 0.0656 -1.4894
N 0.0017 -1.1438 -1.2288
O 1.6484 -0.0668 0.1998
H -2.8534 2.1878 -1.3917
H -1.0028 -1.3411 1.6105
H -2.2075 -2.7108 0.8054
H 1.2069 -2.3163 1.1338
H 1.5367 -3.3204 -0.2053
H -0.9878 -3.0679 -0.9654
H 2.2010 -1.1756 -1.5824
H -0.7196 1.7378 0.6580
H 0.5136 2.6464 1.4454
H 0.2218 0.8029 1.8910
H 2.9045 2.2993 -0.9226
H 1.3732 3.0255 -1.0395
H 1.6961 1.7141 -2.0122
H -4.0006 -0.4612 1.1546
*
```

Results
Relative energy (zero: lowest compared OMol25 entry of this formula, charge and spin) = 106.1 kcal/mol
LUMO energy (alpha / beta) = 0.0098 / 0.0310 Eh
Molar mass = 206.25 g/mol
Orbital gap (alpha / beta) = 0.2480 / 0.2833 hartree

(2)
C4H4N2O2 | the ωB97M-V functional and the def2-TZVPD basis

Structure (ORCA input):
```
! wB97M-V def2-TZVPD RIJCOSX def2/J DEFGRID3
* xyz 0 1
C -0.8215 -0.8448 -0.6463
C -1.0678 -1.0133 0.7068
C 0.0917 0.0307 -1.2006
C -0.4035 -0.3080 1.6973
N 1.6945 1.6253 -0.9976
N 0.8676 0.8362 -0.4410
O 0.6840 0.7219 0.8978
O -0.3227 -0.1690 2.8566
H -1.3873 -1.4523 -1.3382
H -1.8052 -1.7229 1.0504
H 0.2485 0.1194 -2.2622
H 2.2217 2.1769 -0.3229
*
```

Results
Relative energy (zero: lowest compared OMol25 entry of this formula, charge and spin) = 99.3 kcal/mol
LUMO energy (alpha / beta) = -0.0189 / -0.0189 Eh
Molar mass = 112.09 g/mol
Orbital gap (alpha / beta) = 0.2878 / 0.2879 hartree

(3)
C5H15N2O | the ωB97M-V functional and the def2-TZVPD basis

Structure (ORCA input):
```
! wB97M-V def2-TZVPD RIJCOSX def2/J DEFGRID3
* xyz 1 1
N 0.4428 -1.1418 -1.4286
C -0.0222 0.2915 -1.2794
C -1.2477 0.5097 -2.1480
O -0.8014 0.2008 -3.4824
C -0.1031 0.6173 0.1965
N 1.1394 0.1987 0.8137
C 1.1469 0.0115 2.3091
C -0.1838 -0.2893 2.9672
H 0.7224 -1.3086 -2.3991
H 1.2548 -1.2196 -0.8028
H -0.2581 -1.8222 -1.1420
H 0.7523 0.8363 -1.8106
H -2.0761 -0.1380 -1.8842
H -1.4968 1.5559 -2.1048
H -1.5950 0.0498 -4.0163
H -0.3304 1.6875 0.2756
H -0.9763 0.1055 0.6019
H 1.8431 0.9009 0.6312
H 1.5600 0.9211 2.7444
H 1.8562 -0.7863 2.5155
H -0.0252 -0.8493 3.8762
H -0.7521 0.6057 3.1739
H -0.8498 -0.9370 2.3929
*
```

Results
SMILES string = CCNC[C@@H]([NH3+])CO
Relative energy (zero: lowest compared OMol25 entry of this formula, charge and spin) = 26.9 kcal/mol
LUMO energy = -0.1120 Eh
Molar mass = 119.19 g/mol
Orbital gap = 0.3769 hartree

(4)
C16H10F2N2OPdS | the ωB97M-V functional and the def2-TZVPD basis

Structure (ORCA input):
```
! wB97M-V def2-TZVPD RIJCOSX def2/J DEFGRID3
* xyz -1 2
Pd -1.3446 -0.5305 0.0416
F -1.6655 -0.7625 5.4672
C -1.3165 -0.0373 4.3661
C -1.5144 -0.5659 3.1167
C -1.1679 0.1566 1.9602
C -0.6117 1.4450 2.1592
C -0.4348 1.9251 3.4526
F 0.0911 3.1665 3.6878
C -0.7748 1.2166 4.5853
C -0.2473 2.2224 0.9326
C 0.3939 3.4672 0.9177
C 0.6771 4.0676 -0.2977
C 0.3257 3.4363 -1.4785
C -0.3059 2.2078 -1.3829
N -0.5807 1.6276 -0.2216
H -1.9397 -1.5591 3.0367
H -0.6270 1.6241 5.5736
H 0.6692 3.9506 1.8381
H 1.1756 5.0299 -0.3091
H 0.5314 3.8704 -2.4478
H -0.6087 1.6511 -2.2628
O 0.6056 -2.1356 -0.3217
N 0.6737 -2.6231 -1.5175
C 1.8453 -3.1952 -1.8977
C 2.0401 -3.7563 -3.1323
C 0.9788 -3.7309 -4.0392
C -0.1996 -3.1437 -3.6549
C -0.3966 -2.5642 -2.3851
S -1.8947 -1.8493 -1.9445
H 2.5903 -3.1596 -1.1176
H 2.9986 -4.1958 -3.3689
H 1.0790 -4.1604 -5.0279
H -1.0449 -3.0956 -4.3278
*
```

Results
Relative energy (zero: lowest compared OMol25 entry of this formula, charge and spin) = 7.1 kcal/mol
LUMO energy (alpha / beta) = 0.1132 / 0.1126 Eh
Molar mass = 422.75 g/mol
Expectation value of S² = 0.754
Orbital gap (alpha / beta) = 0.2279 / 0.2480 hartree

(5)
C11H23N3O | the ωB97M-V functional and the def2-TZVPD basis

Structure (ORCA input):
```
! wB97M-V def2-TZVPD RIJCOSX def2/J DEFGRID3
* xyz 2 1
C 1.2667 1.9747 -3.3554
C -0.5570 0.6193 -2.5630
C 3.4839 -0.9983 -4.5334
C 0.2556 2.1768 2.3146
C -1.4915 0.7239 3.3328
C -1.6076 1.2763 0.9768
C 1.0376 -0.9309 2.9583
C 2.1066 -1.4874 -3.9184
C 0.4046 -0.4671 -2.2627
C -0.5923 0.9449 2.0741
C -0.1026 -0.4282 2.0304
N 1.9031 0.8098 -3.6212
N -0.0408 1.7212 -2.8561
N 1.5746 -0.3552 -3.2564
O -0.7085 -1.3010 1.3431
H 1.8124 2.8811 -3.4556
H -1.6651 0.5327 -2.4262
H 3.2042 -0.4047 -5.3655
H 4.0239 -0.4181 -3.8458
H 4.1200 -1.8314 -4.7874
H 0.8532 2.1057 3.1862
H -0.3971 3.1339 2.4563
H 1.0332 2.5302 1.5416
H -0.8772 1.3593 4.1106
H -2.5376 1.0349 3.3331
H -1.4883 -0.3086 3.8671
H -1.2390 1.0314 -0.1188
H -1.7595 2.3110 0.9522
H -2.4991 0.7322 1.0656
H 1.9857 -0.8969 2.2924
H 1.2186 -0.1419 3.7387
H 0.9409 -1.9844 3.4762
H 2.2487 -2.4002 -3.3601
H 1.5317 -1.6891 -4.7749
H -0.0639 -1.3530 -2.4295
H 0.8962 -0.4257 -1.3065
H -0.7322 2.5457 -3.0289
H -0.3905 -2.2549 1.5066
*
```

Results
Relative energy (zero: lowest compared OMol25 entry of this formula, charge and spin) = 0.0 kcal/mol
LUMO energy (alpha / beta) = -0.2639 / -0.2639 Eh
Molar mass = 213.33 g/mol
Orbital gap (alpha / beta) = 0.2959 / 0.2959 hartree

(6)
C5H8N2 | the ωB97M-V functional and the def2-TZVPD basis

Structure (ORCA input):
```
! wB97M-V def2-TZVPD RIJCOSX def2/J DEFGRID3
* xyz 0 1
C 2.4114 -0.5965 -0.1317
C 1.1120 0.1496 0.0818
C -0.1211 -0.5562 -0.2563
C -1.2636 0.0696 0.0883
N -2.7079 -0.1851 -0.1177
C -2.0648 1.0172 0.6204
N 1.0355 1.3376 0.5654
H 2.4974 -1.4297 0.5762
H 2.4674 -1.0166 -1.1426
H 3.2650 0.0727 0.0157
H -0.1163 -1.5435 -0.7057
H -3.0329 -0.1601 -1.0825
H -3.2022 -0.8566 0.4609
H -2.2486 2.0133 0.2398
H 1.9686 1.6844 0.7879
*
```

Results
Relative energy (zero: lowest compared OMol25 entry of this formula, charge and spin) = 93.9 kcal/mol
LUMO energy = 0.0241 Eh
Molar mass = 96.13 g/mol
Orbital gap = 0.2907 hartree

(7)
C4H14N3 | the ωB97M-V functional and the def2-TZVPD basis

Structure (ORCA input):
```
! wB97M-V def2-TZVPD RIJCOSX def2/J DEFGRID3
* xyz 2 2
N 0.1742 1.5276 -1.9069
C -0.2799 0.1463 -2.3320
C 0.2181 -0.8651 -1.3632
N 0.2914 -0.2310 -0.0686
C -0.8094 -0.3969 0.9625
C -0.3353 0.0781 2.4215
N 1.0043 -0.4292 2.7383
H 0.0240 1.6869 -0.9071
H -0.2119 2.1982 -2.5576
H 1.2761 1.4989 -1.9890
H 0.0437 -0.0428 -3.3427
H -1.3331 0.2218 -2.3690
H 1.1095 -1.5366 -1.7188
H -0.6665 -1.6193 -1.2369
H 1.2881 -0.3330 0.4749
H -1.7985 0.1736 0.4425
H -1.1948 -1.4302 1.0333
H -1.1812 -0.2526 3.1486
H -0.2813 1.1480 2.4290
H 1.2854 -1.3593 2.4829
H 1.3770 -0.1836 3.6582
*
```

Results
Relative energy (zero: lowest compared OMol25 entry of this formula, charge and spin) = 74.6 kcal/mol
LUMO energy (alpha / beta) = -0.2783 / -0.4608 Eh
Molar mass = 104.18 g/mol
Expectation value of S² = 0.755
Orbital gap (alpha / beta) = 0.3455 / 0.1578 hartree

(8)
C2H3FS | the ωB97M-V functional and the def2-TZVPD basis

Structure (ORCA input):
```
! wB97M-V def2-TZVPD RIJCOSX def2/J DEFGRID3
* xyz 0 1
C -0.1295 -0.1856 0.5019
C 0.7023 0.6298 -0.3988
F 1.3213 1.7532 -0.0212
S 1.3165 -0.9974 -0.3019
H -0.1438 -0.2446 1.6131
H -1.0455 -0.4913 -0.0209
H -2.0212 -0.4640 -1.3723
*
```

Results
Relative energy (zero: lowest compared OMol25 entry of this formula, charge and spin) = 117.2 kcal/mol
LUMO energy (alpha / beta) = -0.0246 / -0.0212 Eh
Molar mass = 78.11 g/mol
Orbital gap (alpha / beta) = 0.3358 / 0.2947 hartree

Copy entry 6 word for word.
C5H8N2 | the ωB97M-V functional and the def2-TZVPD basis

Structure (ORCA input):
```
! wB97M-V def2-TZVPD RIJCOSX def2/J DEFGRID3
* xyz 0 1
C 2.4114 -0.5965 -0.1317
C 1.1120 0.1496 0.0818
C -0.1211 -0.5562 -0.2563
C -1.2636 0.0696 0.0883
N -2.7079 -0.1851 -0.1177
C -2.0648 1.0172 0.6204
N 1.0355 1.3376 0.5654
H 2.4974 -1.4297 0.5762
H 2.4674 -1.0166 -1.1426
H 3.2650 0.0727 0.0157
H -0.1163 -1.5435 -0.7057
H -3.0329 -0.1601 -1.0825
H -3.2022 -0.8566 0.4609
H -2.2486 2.0133 0.2398
H 1.9686 1.6844 0.7879
*
```

Results
Relative energy (zero: lowest compared OMol25 entry of this formula, charge and spin) = 93.9 kcal/mol
LUMO energy = 0.0241 Eh
Molar mass = 96.13 g/mol
Orbital gap = 0.2907 hartree